(1)
Molecular formula: C7H7IN2S
Method: DFT, ωB97M-V/def2-TZVPD

CARTESIAN COORDINATES (ANGSTROEM)
1 C 0.0897 -1.8685 0.0450
2 C 0.9906 -1.2515 0.7633
3 C -1.4744 -0.3318 0.4592
4 C 1.0142 1.2681 1.2043
5 C 0.0660 1.5176 0.1694
6 C 0.3014 -2.9817 -1.0241
7 C 0.0865 2.7578 -0.6097
8 N -1.2603 -1.5685 0.3205
9 N -0.8353 0.6144 -0.1462
10 S 1.3217 -0.2476 2.0373
11 I -3.2550 0.1855 1.7010
12 H 1.6743 2.1159 1.5490
13 H 0.7001 -3.8641 -0.5175
14 H -0.5326 -3.1536 -1.5987
15 H 1.0018 -2.5341 -1.8636
16 H -0.6561 3.3282 -0.1940
17 H -0.2941 2.6350 -1.6426
18 H 1.0616 3.3787 -0.6526

**Molar mass**: 278.12 g mol⁻¹
**Gap between HOMO and LUMO (spin up / spin down)**: 6.33 / 7.18 eV
**ΔE to the lowest compared entry with this formula, charge and spin**: 74.4 kcal per mole
**Multiplicity**: 1


(2)
Molecular formula: C8H10Cl2N2O
Method: DFT, ωB97M-V/def2-TZVPD

CARTESIAN COORDINATES (ANGSTROEM)
1 C 1.6279 0.7887 1.7166
2 C 2.3083 1.1391 0.4035
3 O 1.9914 0.1873 -0.6786
4 C 0.7792 0.4679 -1.3949
5 C -0.4419 0.3804 -0.4903
6 C -1.2678 1.6742 -0.2035
7 Cl -2.4938 1.7876 1.0537
8 Cl -0.9314 3.0209 -1.1426
9 N -0.9818 -0.9153 -0.2897
10 C -2.2411 -1.1742 0.0781
11 C -2.4230 -2.5763 -0.0514
12 N -1.2046 -3.1324 -0.3436
13 C -0.3663 -2.1673 -0.4224
14 H 1.9471 -0.3196 1.7964
15 H 2.1699 1.2809 2.4632
16 H 0.6401 1.1009 1.6345
17 H 3.3612 1.1163 0.6629
18 H 2.0694 2.1479 0.0315
19 H 0.5852 -0.2596 -2.2067
20 H 0.7039 1.3822 -1.9076
21 H -3.1141 -0.5004 0.0965
22 H -3.3039 -3.2084 0.0309
23 H 0.5861 -2.2208 -0.8365

**Molar mass**: 221.09 g mol⁻¹
**Gap between HOMO and LUMO (spin up / spin down)**: 7.96 / 7.96 eV
**ΔE to the lowest compared entry with this formula, charge and spin**: 57.8 kcal per mole
**Multiplicity**: 1


(3)
Molecular formula: C6H10F2NO4S2
Method: DFT, ωB97M-V/def2-TZVPD

CARTESIAN COORDINATES (ANGSTROEM)
1 C 1.1736 1.0705 -0.4320
2 C 1.5872 -0.2533 0.0858
3 C 0.0848 0.9036 -1.4624
4 C 0.3910 -0.9530 0.7444
5 C -1.0862 0.0976 -0.8640
6 C -4.2900 0.3835 -0.5617
7 N -0.7165 -1.0224 -0.1775
8 O -3.0422 0.0138 1.8747
9 O -1.7892 1.2043 0.0542
10 O -3.0370 -2.2946 -0.3936
11 O -1.2185 -3.4180 0.8470
12 F -4.1340 1.2723 -1.6225
13 F -5.5383 0.4899 -0.1227
14 S -3.0948 1.0720 0.8500
15 S -2.0477 -2.1516 0.6871
16 H 0.7834 1.4404 0.4370
17 H 2.0962 1.6526 -0.8415
18 H 2.1715 -0.8623 -0.6253
19 H 2.3346 -0.2908 0.9433
20 H -0.3250 1.8556 -1.8949
21 H 0.5873 0.4852 -2.4061
22 H 0.6844 -1.9844 0.9159
23 H 0.1286 -0.2511 1.6725
24 H -4.1877 -0.6657 -0.9286
25 H -1.8278 -0.1745 -1.5113

**Net charge**: -1
**Molar mass**: 262.28 g mol⁻¹
**Gap between HOMO and LUMO**: 7.41 eV
**ΔE to the lowest compared entry with this formula, charge and spin**: 13.3 kcal per mole
**Multiplicity**: 1


(4)
Molecular formula: C49H49BaN7O2S
Method: DFT, ωB97M-V/def2-TZVPD

CARTESIAN COORDINATES (ANGSTROEM)
1 Ba -0.5703 0.2851 0.4921
2 C 6.7487 -1.0919 1.9577
3 C 5.5061 -0.5494 1.3046
4 C 5.3566 -0.5328 -0.0824
5 C 4.2012 -0.0781 -0.6806
6 C 3.0945 0.3991 0.0593
7 N 1.9060 0.7251 -0.5223
8 C 1.8463 1.4222 -1.7008
9 C 2.6987 2.5111 -1.9764
10 C 2.5353 3.3023 -3.0944
11 C 1.5172 3.0633 -4.0207
12 C 1.3044 3.9678 -5.2046
13 C 0.7033 1.9675 -3.7969
14 C 0.8685 1.1574 -2.6811
15 N 0.0439 -0.0079 -2.5669
16 C 0.4776 -1.2682 -2.3433
17 C -0.6308 -2.0861 -2.3557
18 C -1.7031 -1.2115 -2.6123
19 N -1.2932 0.0431 -2.7355
20 C 3.2875 0.4339 1.4580
21 C 4.4528 -0.0475 2.0484
22 N 2.3638 1.0929 2.3377
23 C 2.6423 2.2428 2.9877
24 C 1.6129 2.4901 3.8629
25 C 0.7372 1.4151 3.6727
26 N 1.1994 0.5605 2.7664
27 H 7.6473 -0.7715 1.4281
28 H 6.7509 -2.1848 1.9704
29 H 6.8312 -0.7523 2.9905
30 H 6.1657 -0.8944 -0.7090
31 H 4.1188 -0.0841 -1.7617
32 H 3.4708 2.7448 -1.2539
33 H 3.2043 4.1428 -3.2477
34 H 2.2508 4.3621 -5.5767
35 H 0.6751 4.8222 -4.9427
36 H 0.8156 3.4393 -6.0238
37 H -0.0791 1.7094 -4.5016
38 H 1.5246 -1.4525 -2.1703
39 H -0.6607 -3.1528 -2.2167
40 H -2.7542 -1.4359 -2.7003
41 H 4.5260 0.0016 3.1301
42 H 3.5435 2.7868 2.7613
43 H 1.4891 3.3385 4.5119
44 H -0.2266 1.2374 4.1239
45 C -6.5889 1.3926 -2.9157
46 N -5.9949 1.5353 -1.5858
47 N -5.3195 0.3785 -1.1683
48 C -4.0887 0.7270 -0.6241
49 O -3.3276 -0.0762 -0.0882
50 C -3.9713 2.1545 -0.7937
51 C -5.0927 2.5819 -1.4007
52 C -5.4429 3.9478 -1.8732
53 C -6.0812 -0.7463 -0.7770
54 C -5.4610 -1.9887 -0.6749
55 C -6.2030 -3.0903 -0.2807
56 C -7.5588 -2.9709 -0.0092
57 C -8.1700 -1.7314 -0.1159
58 C -7.4361 -0.6149 -0.4873
59 H -7.2474 0.5269 -2.9177
60 H -5.8188 1.2668 -3.6827
61 H -7.1843 2.2773 -3.1282
62 H -3.1306 2.7297 -0.4272
63 H -4.7375 4.6657 -1.4619
64 H -6.4518 4.2233 -1.5643
65 H -5.3904 4.0084 -2.9623
66 H -4.4050 -2.0735 -0.8847
67 H -5.7150 -4.0530 -0.1955
68 H -8.1334 -3.8396 0.2848
69 H -9.2253 -1.6257 0.1008
70 H -7.9000 0.3600 -0.5473
71 C 0.6345 5.7856 2.0592
72 C -0.3909 5.4825 0.9578
73 C -1.5826 6.4387 1.0987
74 C 0.2684 5.6886 -0.4137
75 C -0.8474 4.0865 1.0749
76 C -1.2277 2.9251 1.1715
77 H 0.9946 6.8149 1.9746
78 H 1.4847 5.1066 1.9806
79 H 0.1851 5.6516 3.0447
80 H -1.2472 7.4783 1.0429
81 H -2.0870 6.2838 2.0532
82 H -2.3065 6.2653 0.3003
83 H 0.6155 6.7207 -0.5207
84 H -0.4407 5.4734 -1.2148
85 H 1.1196 5.0164 -0.5336
86 O -1.4480 -1.5407 2.0670
87 S -2.1300 -2.8295 2.3987
88 C -3.8119 -2.3824 2.8126
89 C -4.1941 -1.0548 2.7708
90 C -5.5281 -0.7393 2.9910
91 C -6.4519 -1.7410 3.2497
92 C -6.0509 -3.0713 3.2904
93 C -4.7257 -3.3978 3.0581
94 C -1.5002 -3.2624 4.0176
95 C -1.6785 -4.5573 4.4809
96 C -1.1827 -4.9005 5.7296
97 C -0.5020 -3.9554 6.4855
98 C -0.3093 -2.6701 5.9956
99 C -0.8089 -2.3147 4.7524
100 H -3.4709 -0.2858 2.5367
101 H -5.8431 0.2952 2.9479
102 H -7.4918 -1.4868 3.4089
103 H -6.7749 -3.8525 3.4815
104 H -4.4100 -4.4349 3.0575
105 H -2.1889 -5.2930 3.8703
106 H -1.3151 -5.9062 6.1058
107 H -0.1067 -4.2259 7.4557
108 H 0.2391 -1.9426 6.5793
109 H -0.6438 -1.3307 4.3330

**Molar mass**: 937.37 g mol⁻¹
**Gap between HOMO and LUMO**: 6.44 eV
**ΔE to the lowest compared entry with this formula, charge and spin**: 4.5 kcal per mole
**Multiplicity**: 1


Which of these has the lowest molar mass? C8H10Cl2N2O


Look up the molar mass of the second one. 221.09 g mol⁻¹


Which formula does entry 1 have? C7H7IN2S


Which value of multiplicity does entry 2 give? 1